Record 1
Formula: C9H14
Source: the Open Molecules 2025 dataset
Level of theory: wB97M-V/def2-TZVPD

Each line ends with the natural charge from an NBO analysis.
Geometry (Å):
C: -1.788 1.029 1.001  -0.61
C: -1.838 -0.396 1.545  -0.62
H: -2.815 1.295 0.711  0.17
H: -1.397 1.743 1.724  0.19
H: -1.236 1.064 0.068  0.24
H: -0.852 -0.716 1.896  0.23
H: -2.026 -1.101 0.724  0.20
H: -2.653 -0.557 2.254  0.17
C: -0.170 0.352 -2.495  -0.61
C: 0.637 -0.003 -1.289  -0.19
C: 0.683 -1.345 -0.798  -0.39
C: 1.223 1.041 -0.509  -0.22
C: 1.439 -1.625 0.326  -0.19
C: 1.906 0.737 0.640  -0.33
C: 1.996 -0.616 1.131  -0.43
H: -1.227 0.061 -2.352  0.16
H: 0.161 -0.209 -3.387  0.17
H: 0.273 -2.200 -1.329  0.18
H: 1.307 2.033 -0.932  0.18
H: 1.488 -2.652 0.688  0.17
H: 2.481 1.514 1.145  0.17
H: 2.569 -0.854 2.021  0.18
H: -0.160 1.406 -2.784  0.19

Calculated values
HOMO energy (alpha / beta)	0.9166 / -3.2389	eV
charge	-1
energy relative to the best compared isomer or geometry (same formula, charge and spin)	20.11	kJ/mol
Kohn-Sham gap (alpha / beta)	3.293 / 7.326	eV
multiplicity	2
DFT total energy	-351.27166	hartree
F_max	1.94	eV Å⁻¹


Record 2
Formula: C3H4CeLiO3
Source: the Open Molecules 2025 dataset
Level of theory: wB97M-V/def2-TZVPD

Each line ends with the natural charge from an NBO analysis.
Geometry (Å):
C: -3.030 0.226 0.105  0.47
C: -1.652 -0.353 0.016  -0.22
O: -0.724 0.717 -0.105  -0.51
C: 0.573 0.434 -0.280  0.28
O: 0.902 -0.775 -0.317  -0.80
O: -4.013 -0.477 0.239  -0.59
H: -3.110 1.331 0.124  0.16
H: -1.606 -1.029 -0.852  0.24
H: -1.457 -0.957 0.916  0.23
Ce: 3.476 0.366 -0.686  1.76
Li: -5.919 -0.204 0.214  0.74
H: -7.101 0.775 -0.609  -0.76

Calculated values
HOMO energy (alpha / beta)	-8.1386 / -8.1386	eV
charge	+1
Kohn-Sham gap (alpha / beta)	2.310 / 2.195	eV
multiplicity	3
DFT total energy	-824.63762	hartree
F_max	3.03	eV Å⁻¹


Record 3
Formula: C37H34F2NSi
Source: the Open Molecules 2025 dataset
Level of theory: wB97M-V/def2-TZVPD

Each line ends with the Mulliken charge.
Geometry (Å):
F: 4.297 -1.849 -5.613  -0.32
C: 3.000 -1.972 -5.178  0.25
C: 2.023 -2.357 -6.094  -0.64
C: 0.710 -2.506 -5.612  -0.65
C: 0.410 -2.273 -4.276  -0.41
C: 1.403 -1.824 -3.374  0.13
C: 1.089 -1.485 -1.996  -0.02
C: 1.931 -0.757 -1.223  -0.42
C: 1.687 -0.395 0.227  2.14
C: 2.986 -0.019 0.946  -0.74
C: 2.981 0.831 2.055  -0.18
C: 4.188 1.299 2.574  -1.08
C: 5.409 0.970 1.971  -0.73
C: 5.381 0.093 0.897  0.17
F: 6.555 -0.208 0.253  -0.32
C: 4.200 -0.471 0.420  -0.38
N: 0.897 -1.374 0.887  0.13
C: 1.532 -2.171 2.060  -0.55
C: 1.026 -1.510 3.332  -0.90
C: -0.208 -0.667 2.980  -0.91
C: -0.512 -0.870 1.499  0.25
Si: -1.712 0.438 0.808  -0.05
C: -0.982 2.161 0.865  1.01
C: -1.457 3.115 1.781  -0.80
C: -0.708 4.264 2.069  -0.51
C: 0.535 4.462 1.458  -0.78
C: 0.970 3.561 0.483  -0.69
C: 0.126 2.522 0.071  0.12
C: -3.399 0.520 1.675  0.51
C: -4.589 0.378 0.938  -0.45
C: -5.844 0.539 1.542  -0.74
C: -5.939 0.847 2.903  -0.59
C: -4.767 0.960 3.656  -0.80
C: -3.512 0.793 3.051  -0.48
C: -2.086 -0.063 -0.940  0.49
C: -1.986 0.862 -1.988  -0.53
C: -2.287 0.472 -3.298  -0.77
C: -2.740 -0.821 -3.564  -0.56
C: -2.890 -1.736 -2.513  -0.71
C: -2.569 -1.356 -1.204  -0.02
C: 2.730 -1.706 -3.846  -0.83
H: 2.285 -2.544 -7.129  0.45
H: -0.079 -2.796 -6.304  0.40
H: -0.603 -2.423 -3.904  0.42
H: 0.080 -1.748 -1.654  -0.16
H: 2.792 -0.272 -1.690  0.94
H: 1.060 0.505 0.212  -1.22
H: 2.031 1.148 2.504  0.60
H: 4.173 1.951 3.448  0.44
H: 6.355 1.368 2.340  0.47
H: 4.233 -1.206 -0.384  0.67
H: 0.648 -2.077 0.181  0.58
H: 2.619 -2.198 1.952  0.37
H: 1.132 -3.187 1.962  0.53
H: 1.809 -0.891 3.782  0.33
H: 0.770 -2.273 4.073  0.40
H: -0.030 0.394 3.210  0.24
H: -1.093 -0.971 3.553  0.59
H: -1.112 -1.780 1.375  0.57
H: -2.415 2.958 2.279  0.47
H: -1.087 4.989 2.790  0.44
H: 1.153 5.319 1.731  0.40
H: 1.954 3.668 0.022  0.47
H: 0.357 1.977 -0.851  0.36
H: -4.544 0.149 -0.129  0.27
H: -6.750 0.430 0.945  0.42
H: -6.915 0.990 3.371  0.39
H: -4.824 1.194 4.720  0.41
H: -2.612 0.903 3.664  0.39
H: -1.690 1.892 -1.783  0.57
H: -2.169 1.190 -4.114  0.42
H: -2.971 -1.125 -4.589  0.41
H: -3.260 -2.745 -2.706  0.42
H: -2.715 -2.069 -0.386  0.35
H: 3.536 -1.418 -3.174  0.52

Calculated values
HOMO energy	-11.2425	eV
charge	+1
energy relative to the best compared isomer or geometry (same formula, charge and spin)	0.00	kJ/mol
Kohn-Sham gap	8.727	eV
multiplicity	1
SMILES string	Fc1cccc(/C=C/[C@H](c2cccc(F)c2)[N@H+]2CCC[C@H]2[Si](c2ccccc2)(c2ccccc2)c2ccccc2)c1
DFT total energy	-1974.07214	hartree
F_max	3.74	eV Å⁻¹


Record 4
Formula: C2H3NOS2
Source: the Open Molecules 2025 dataset
Level of theory: wB97M-V/def2-TZVPD

Each line ends with the natural charge from an NBO analysis.
Geometry (Å):
O: 2.193 -1.417 -1.033  -0.32
N: 2.092 -0.642 -0.090  0.02
S: 3.327 0.351 0.369  0.07
C: 0.771 -0.533 0.542  -0.17
C: -0.382 -0.227 -0.353  -0.50
S: -0.609 -1.821 0.449  0.17
H: 0.836 -0.035 1.504  0.25
H: -1.060 0.563 -0.059  0.23
H: -0.183 -0.283 -1.416  0.24

Calculated values
HOMO energy	-9.4975	eV
charge	0
energy relative to the best compared isomer or geometry (same formula, charge and spin)	339.08	kJ/mol
Kohn-Sham gap	8.175	eV
multiplicity	1
SMILES string	[O-][N+](=S)[C@H]1CS1
DFT total energy	-1004.25839	hartree
F_max	1.71	eV Å⁻¹